The following is a DFT calculation (ωB97M-V/def2-TZVPD) of a 3-piece molecular cluster, C20H26BrNO7S3 overall.

Results
Orbital gap   0.3057 hartree

```
58
Properties=species:S:1:pos:R:3:nbo_charge:R:1
O 0.688 -2.989 -2.838 -0.530
C 1.798 -3.034 -3.279 0.464
C 2.914 -3.711 -2.535 -0.537
C 3.535 -2.849 -1.448 0.029
C 4.682 -3.335 -0.825 -0.258
C 5.262 -2.609 0.199 -0.063
Br 6.805 -3.257 1.080 0.084
C 4.716 -1.391 0.588 -0.266
C 3.579 -0.899 -0.051 0.268
C 2.986 -1.636 -1.079 -0.293
N 3.044 0.333 0.348 -0.615
C 2.836 0.476 1.732 0.223
C 1.626 0.909 2.261 -0.277
C 1.458 1.043 3.630 -0.175
C 2.500 0.753 4.506 -0.231
C 3.711 0.307 3.985 -0.199
C 3.870 0.168 2.613 -0.234
S 5.397 -0.401 1.899 0.306
H 2.048 -2.602 -4.262 0.114
H 2.462 -4.583 -2.059 0.244
H 3.676 -4.092 -3.211 0.228
H 5.096 -4.283 -1.131 0.226
H 2.092 -1.235 -1.529 0.218
H 2.232 0.594 -0.192 0.385
H 0.780 1.144 1.626 0.223
H 0.518 1.360 4.044 0.232
H 2.394 0.845 5.573 0.215
H 4.555 0.065 4.614 0.221
O -0.749 3.267 3.471 -0.949
S -1.791 3.446 2.505 2.389
O -1.704 2.788 1.238 -0.938
O -2.015 5.002 2.281 -0.722
C -0.869 5.803 1.919 -0.077
C -0.437 5.597 0.481 -0.641
C -3.353 3.091 3.230 -0.887
H -0.052 5.605 2.615 0.200
H -1.185 6.833 2.071 0.197
H -0.063 4.587 0.318 0.227
H 0.359 6.298 0.228 0.219
H -1.276 5.750 -0.197 0.219
H -3.427 3.609 4.182 0.252
H -3.395 2.013 3.378 0.257
H -4.135 3.406 2.546 0.258
O -5.133 -0.560 -3.953 -0.942
S -5.231 -1.593 -2.968 2.389
O -5.118 -1.276 -1.578 -0.936
O -4.210 -2.751 -3.336 -0.727
C -2.817 -2.400 -3.523 -0.073
C -2.093 -2.109 -2.228 -0.652
C -6.709 -2.515 -3.222 -0.887
H -2.747 -1.561 -4.218 0.195
H -2.371 -3.265 -4.011 0.195
H -2.487 -1.213 -1.747 0.220
H -1.036 -1.958 -2.422 0.247
H -2.212 -2.934 -1.526 0.213
H -6.786 -2.778 -4.273 0.250
H -7.536 -1.873 -2.928 0.252
H -6.680 -3.401 -2.594 0.252
```